[1]
{"formula": "C16H29F3N8O2OsPS3", "method": "wB97M-V/def2-TZVPD", "multiplicity": 6, "s_squared": 8.779, "homo_lumo_gap_ev": [7.57, 6.12], "e_above_lowest_ev": 1.5292, "total_energy_ev": -85477.563, "lumo_ev": [-5.86, -8.52], "total_charge": 2, "symbols": ["H", "H", "S", "N", "H", "S", "H", "C", "F", "H", "H", "C", "H", "C", "H", "H", "N", "S", "H", "H", "N", "H", "H", "C", "C", "H", "C", "H", "H", "H", "C", "C", "H", "F", "H", "C", "H", "C", "N", "C", "H", "C", "Os", "N", "H", "O", "O", "H", "H", "N", "C", "P", "H", "H", "C", "H", "F", "H", "C", "H", "N", "N", "C"], "xyz": [[-1.030, 5.637, -3.082], [1.945, -4.591, 0.789], [-0.944, 2.208, -0.090], [-2.421, -0.898, 1.188], [4.008, 0.351, 3.099], [2.369, 0.622, -0.060], [-4.987, 2.196, 0.649], [-3.482, -0.891, 1.964], [0.182, -6.620, 1.293], [-4.628, 1.084, -3.708], [-1.724, -4.857, -1.413], [0.375, 6.467, -1.678], [-4.109, 1.571, 3.062], [0.097, -6.390, -0.027], [-0.218, -0.634, 2.542], [-3.208, 1.620, -4.628], [3.818, 0.479, 2.117], [-0.273, 0.020, -2.639], [-0.137, 7.427, -1.617], [-3.535, 2.069, -1.615], [-4.528, -0.468, 1.241], [-6.731, 2.113, 0.380], [-6.542, -0.367, 0.803], [0.093, -4.894, -0.267], [-0.628, 5.420, -2.094], [-0.231, 0.990, 2.281], [2.596, 0.423, 1.598], [0.810, 6.231, -0.708], [-5.416, 2.407, 3.888], [-6.149, -0.968, 2.425], [-5.898, -0.225, 1.669], [-0.934, -2.897, -1.038], [1.182, 6.544, -2.405], [-1.017, -6.964, -0.481], [-3.035, 0.412, -3.354], [-6.092, 1.195, 2.238], [-3.524, -1.184, 2.998], [-0.933, -4.276, -0.962], [-2.849, -0.470, -0.022], [-3.361, 2.422, -2.634], [-1.721, -2.371, -1.560], [1.122, -4.127, 0.264], [-0.320, -0.029, -0.392], [0.022, -2.146, -0.470], [-6.072, 3.244, 1.565], [-2.074, 3.084, -2.686], [0.054, 4.127, -2.140], [4.607, 0.656, 1.516], [-5.206, 0.686, 4.157], [0.248, 0.121, 2.049], [-5.143, 1.472, 3.401], [-0.630, 2.719, -2.134], [-1.451, 5.350, -1.380], [1.846, -2.125, 0.512], [-3.565, 1.314, -3.646], [1.771, 0.219, 3.448], [1.145, -6.967, -0.616], [-4.056, 3.232, -2.851], [1.052, -2.756, 0.134], [-7.116, 1.214, 2.617], [1.584, 0.168, 2.456], [-4.100, -0.209, 0.011], [-5.962, 2.248, 1.140]], "mulliken_charge": [0.283, 0.470, -0.412, -0.283, 0.199, -0.337, 0.159, -0.163, -0.236, 0.412, 0.535, -1.276, 0.251, 0.732, 0.319, 0.336, -0.434, -0.294, 0.395, -0.088, 0.481, 0.384, 0.371, 0.434, 0.006, 0.374, 0.751, 0.307, 0.436, 0.450, -1.123, -0.073, 0.326, -0.262, 0.124, 0.764, 0.439, -0.864, 0.514, 0.206, 0.489, -0.954, 1.738, -0.246, 0.426, -0.213, -0.218, 0.222, 0.344, -0.491, -1.416, 0.255, 0.319, 0.247, -1.003, 0.249, -0.224, 0.338, 0.016, 0.332, -0.437, -1.088, -1.296]}

[2]
{"formula": "C16H29F9NO7Zn", "method": "wB97M-V/def2-TZVPD", "multiplicity": 1, "homo_lumo_gap_ev": 8.00, "e_above_lowest_ev": 0.0000, "total_energy_ev": -105763.605, "lumo_ev": 2.50, "total_charge": -1, "symbols": ["H", "H", "Zn", "H", "H", "H", "C", "O", "H", "F", "O", "F", "H", "H", "H", "F", "C", "C", "F", "C", "O", "F", "H", "C", "C", "H", "O", "O", "H", "C", "H", "C", "H", "H", "O", "H", "C", "C", "C", "F", "F", "H", "H", "H", "N", "H", "C", "H", "H", "H", "H", "F", "C", "H", "C", "H", "C", "O", "H", "F", "C", "H", "H"], "xyz": [[24.677, -22.885, -10.733], [20.539, -29.977, -8.606], [24.557, -28.689, -11.054], [22.679, -28.386, -8.937], [22.011, -33.079, -11.840], [20.978, -33.389, -13.276], [21.512, -32.631, -12.698], [24.758, -29.378, -12.841], [24.683, -21.676, -13.018], [25.843, -24.201, -9.184], [25.957, -29.662, -9.964], [23.818, -24.736, -8.679], [26.213, -31.528, -9.302], [25.874, -30.912, -6.138], [23.987, -30.017, -14.541], [28.495, -30.412, -9.300], [25.579, -31.267, -13.930], [21.084, -30.644, -9.282], [27.876, -30.977, -7.331], [24.587, -23.400, -11.695], [25.069, -30.422, -7.993], [26.454, -30.551, -14.651], [23.867, -31.284, -5.067], [24.626, -25.627, -10.759], [21.810, -27.330, -12.849], [20.572, -29.501, -11.782], [25.039, -26.816, -11.036], [23.415, -31.198, -12.861], [23.497, -23.463, -11.879], [25.229, -22.599, -12.818], [21.694, -31.302, -8.655], [26.174, -30.454, -8.980], [20.395, -31.304, -9.813], [25.281, -32.279, -7.134], [25.159, -24.679, -11.703], [23.509, -25.506, -10.834], [22.012, -29.874, -10.223], [24.367, -30.404, -13.570], [25.107, -31.236, -6.835], [26.228, -31.775, -12.888], [25.398, -26.196, -8.549], [20.747, -31.937, -12.336], [23.247, -30.196, -6.342], [26.264, -22.345, -12.580], [23.076, -29.132, -9.516], [21.544, -26.367, -12.407], [27.557, -30.171, -8.381], [20.689, -28.223, -10.550], [25.251, -23.233, -13.705], [21.021, -27.776, -13.466], [22.531, -30.641, -10.807], [27.714, -28.925, -7.934], [24.946, -25.199, -9.290], [23.451, -29.734, -8.778], [22.498, -31.937, -13.618], [22.971, -32.679, -14.275], [23.738, -31.148, -6.143], [22.253, -28.226, -11.863], [21.935, -31.323, -14.346], [25.211, -32.318, -14.719], [21.277, -28.938, -11.158], [22.649, -27.176, -13.533], [23.077, -31.963, -6.449]], "mulliken_charge": [0.262, 0.365, 1.962, 0.300, 0.252, 0.436, -1.003, -0.971, 0.389, -0.314, -0.838, -0.347, 0.040, 0.298, 0.147, -0.254, 0.694, -1.722, -0.318, -0.153, -0.154, -0.276, 0.379, 0.239, -1.095, 0.322, -0.991, -0.012, 0.264, -1.318, 0.345, 0.003, 0.395, 0.339, -0.311, 0.043, 1.519, -0.122, -0.405, -0.227, -0.188, 0.096, 0.259, 0.300, -0.221, 0.256, 0.697, 0.367, 0.311, 0.404, -0.394, -0.244, 0.851, -0.265, -0.506, 0.376, -1.126, 0.197, 0.347, -0.313, -0.869, 0.254, 0.248]}

[3]
{"formula": "C16H29N5O6PPtS2", "method": "wB97M-V/def2-TZVPD", "multiplicity": 5, "s_squared": 6.017, "homo_lumo_gap_ev": [8.11, 6.84], "e_above_lowest_ev": 0.0000, "total_energy_ev": -70972.102, "lumo_ev": [-7.80, -10.92], "total_charge": 3, "symbols": ["O", "O", "N", "N", "H", "H", "C", "N", "P", "H", "H", "H", "C", "H", "H", "C", "H", "O", "H", "H", "O", "C", "H", "H", "C", "C", "O", "H", "C", "H", "H", "H", "C", "C", "H", "H", "H", "H", "N", "H", "H", "N", "C", "C", "H", "S", "O", "H", "C", "H", "C", "H", "C", "C", "H", "H", "Pt", "S", "H", "C"], "xyz": [[1.851, -0.478, -1.261], [-0.803, -3.758, 0.663], [2.295, 3.127, 0.256], [-4.128, -1.479, 0.592], [1.599, 5.435, -1.252], [2.410, -6.479, 0.515], [1.454, 5.869, 2.208], [2.662, 4.166, 0.989], [-1.692, -2.834, -0.084], [-3.158, -1.860, -3.069], [0.617, 5.201, 2.412], [1.394, -4.729, 1.955], [-3.808, -1.621, -2.231], [2.170, 5.809, 3.028], [-5.810, -2.050, -0.579], [1.931, -4.466, 1.055], [-3.352, 0.494, 0.381], [2.797, -0.782, 0.978], [-4.743, -1.226, 1.372], [-4.751, -1.218, -2.613], [4.277, -0.619, -0.997], [-2.920, -3.657, -1.200], [3.992, -3.490, -2.134], [-2.336, -1.278, 1.711], [3.321, 6.454, 0.614], [2.087, -3.152, 0.674], [0.401, -1.085, 1.196], [0.288, 4.912, -0.142], [2.819, -2.811, -0.463], [-2.165, 1.254, -1.618], [3.822, 6.202, -0.320], [-5.033, -3.393, 0.309], [-4.860, -2.509, -0.301], [3.394, -3.765, -1.275], [2.973, 7.485, 0.550], [-1.876, -0.005, -2.907], [1.903, 3.372, -0.646], [4.040, 6.399, 1.433], [-3.162, -0.580, -1.404], [2.947, 2.351, 0.259], [0.703, 6.607, -0.316], [-4.067, -2.793, -1.438], [1.122, 5.603, -0.283], [3.213, -5.097, -0.908], [-3.244, -4.568, -0.689], [1.627, -1.749, 1.626], [1.840, -1.893, 3.007], [1.080, 6.891, 2.175], [2.114, 5.545, 0.867], [-2.465, -3.958, -2.143], [2.503, -5.438, 0.237], [3.283, 3.961, 1.767], [-2.861, -2.058, 1.157], [-3.898, -0.231, -0.219], [3.663, -5.876, -1.509], [-4.887, 0.161, -0.477], [-0.342, -0.578, -0.909], [3.008, -1.086, -0.608], [-3.140, -2.844, 1.863], [-2.097, 0.194, -1.857]], "mulliken_charge": [-0.635, -0.539, -0.264, 0.002, 0.493, 0.465, -1.518, 0.119, 0.609, 0.401, 0.382, 0.530, -0.697, 0.436, 0.368, -0.545, 0.451, -0.337, 0.363, 0.320, -0.539, -0.806, 0.540, 0.448, -1.535, 0.654, -0.578, 0.444, 0.411, 0.518, 0.388, 0.402, -0.768, -0.766, 0.409, 0.437, 0.258, 0.443, 0.159, 0.254, 0.430, 0.161, -1.947, -0.625, 0.418, 0.995, -0.598, 0.404, 1.475, 0.387, -0.660, 0.329, -0.784, -0.781, 0.455, 0.351, 1.057, 1.138, 0.460, -0.842]}

[4]
{"formula": "C16H29NO6S3", "method": "wB97M-V/def2-TZVPD", "multiplicity": 1, "smiles": "O=S1(=O)CCCC1.O=S1(=O)CCCC1.O=S1(=O)CCCC1.c1cc[nH]c1", "homo_lumo_gap_ev": 8.99, "e_above_lowest_ev": 0.1728, "total_energy_ev": -63341.505, "lumo_ev": 0.33, "symbols": ["H", "H", "C", "H", "H", "C", "O", "N", "H", "H", "H", "H", "H", "H", "C", "H", "H", "H", "H", "C", "S", "C", "C", "H", "H", "H", "O", "O", "H", "O", "C", "C", "H", "S", "C", "C", "H", "O", "H", "C", "H", "H", "C", "O", "H", "C", "H", "H", "C", "H", "H", "C", "S", "C", "H"], "xyz": [[10.503, -8.871, 21.120], [11.297, -6.505, 21.907], [11.092, -4.516, 21.081], [7.771, -6.133, 17.078], [11.017, -10.762, 19.685], [11.684, -5.506, 22.115], [13.457, -6.725, 19.867], [6.506, -7.220, 22.231], [8.498, -6.068, 15.433], [9.197, -9.371, 17.689], [12.292, -3.464, 19.635], [6.305, -4.442, 16.592], [13.756, -6.074, 22.636], [11.301, -5.256, 23.109], [8.137, -5.491, 16.280], [13.425, -4.310, 22.360], [11.166, -3.519, 21.519], [7.744, -9.175, 21.088], [9.757, -2.335, 16.421], [9.450, -10.287, 18.229], [8.056, -10.741, 19.242], [5.591, -7.616, 21.282], [7.740, -3.036, 15.803], [8.833, -10.550, 21.365], [8.470, -6.339, 22.139], [9.752, -3.366, 14.953], [14.668, -4.573, 19.976], [10.751, -5.244, 16.637], [6.320, -7.130, 23.215], [9.204, -4.215, 18.298], [9.852, -9.062, 20.265], [9.244, -3.133, 15.889], [11.680, -4.898, 18.930], [9.514, -4.577, 16.935], [7.088, -4.441, 15.839], [12.032, -4.493, 19.877], [4.715, -8.138, 21.627], [8.150, -12.133, 19.584], [7.791, -5.882, 19.569], [10.545, -9.905, 19.194], [7.387, -2.416, 16.628], [10.057, -4.775, 20.880], [6.016, -7.130, 20.076], [6.869, -10.215, 18.622], [6.733, -4.733, 14.856], [13.187, -5.338, 22.077], [9.662, -11.039, 17.473], [7.410, -2.501, 14.912], [7.290, -6.522, 20.278], [11.368, -9.367, 18.724], [5.544, -7.284, 19.120], [7.574, -6.627, 21.613], [13.529, -5.367, 20.323], [8.557, -9.752, 20.666], [9.618, -8.049, 19.915]], "mulliken_charge": [0.278, -0.173, -0.288, 0.164, 0.333, -0.076, -0.604, 0.011, 0.397, 0.214, 0.376, 0.244, 0.437, 0.427, -0.427, 0.349, 0.383, 0.167, 0.431, -0.594, 1.144, -0.710, -0.659, 0.416, 0.406, 0.371, -0.683, -0.775, 0.225, -0.619, 0.173, -0.808, -0.161, 1.325, -0.604, -0.148, 0.438, -0.692, 0.451, -0.836, 0.287, -0.047, -0.697, -0.629, 0.336, -0.864, 0.491, 0.372, 0.472, 0.370, 0.395, -1.035, 1.061, -0.564, -0.251]}